The molecule C5H11NO, computed with the ωB97M-V functional and the def2-TZVPD basis.

Results
HOMO energy, Eh: -0.2876
SMILES string: CC/C=C(\N)OC
Orbital gap, eV: 8.87
Calculated total energy, eV: -8900.272

Last column: Löwdin charge in e.
Positions of all 18 atoms, in Å:
O (2.1162, 0.0011, 0.3115)  -0.094
N (0.6176, -1.6267, 0.7748)  0.132
C (-1.4883, -0.3386, -0.8264)  -0.266
C (2.4071, 1.3596, 0.1110)  -0.098
C (-0.0955, 0.1798, -0.6471)  -0.092
C (0.8328, -0.4403, 0.0871)  -0.419
C (-2.3717, 0.0074, 0.3744)  -0.112
H (0.1297, 1.1183, -1.1199)  0.091
H (-2.4560, 1.0814, 0.5053)  0.069
H (1.7451, 1.9879, 0.7176)  0.099
H (-3.3713, -0.4044, 0.2442)  0.064
H (2.3243, 1.6577, -0.9406)  0.088
H (0.0152, -2.2781, 0.2869)  0.089
H (1.4821, -2.0483, 1.0823)  0.095
H (-1.4846, -1.4289, -0.9550)  0.096
H (-1.9129, 0.0984, -1.7273)  0.099
H (3.4434, 1.4885, 0.4426)  0.093
H (-1.9333, -0.4149, 1.2785)  0.066